No. 1
24
Properties=species:S:1:pos:R:3 method="wB97M-V/def2-TZVPD" homo_lumo_gap_ev="8.36 / 7.73" relative_energy_ev=1.412 total_energy_ha=-1133.9888
C -2.949 0.915 1.182
C 0.968 -1.584 0.472
C 2.588 0.254 -0.060
C 0.866 -0.432 -1.738
C 0.233 0.765 0.400
C -2.299 -0.293 0.631
C 1.140 -0.241 -0.245
S -0.260 2.236 -0.338
Cl -2.740 -0.718 -0.984
H -4.038 0.876 1.093
H -2.613 1.809 0.641
H -2.687 1.027 2.232
H 1.727 -2.287 0.135
H -0.012 -1.999 0.252
H 1.060 -1.465 1.549
H 2.715 1.232 -0.520
H 2.836 0.334 0.996
H 3.281 -0.441 -0.529
H -0.185 -0.654 -1.912
H 1.456 -1.268 -2.107
H 1.146 0.451 -2.310
H 0.327 0.878 1.469
H -2.108 -1.148 1.256
H -0.453 1.753 -1.564

No. 2
21
Properties=species:S:1:pos:R:3 method="wB97M-V/def2-TZVPD" smiles="C=C.O.O.O.O.O" homo_lumo_gap_ev=10.66 relative_energy_ev=1.673 total_energy_ha=-460.7441
C -1.548 -2.072 2.884
C -1.761 -0.752 2.922
H -0.566 -2.337 2.508
H -2.104 -2.863 3.436
H -1.011 0.061 2.832
H -2.756 -0.364 3.119
O 1.408 -0.709 -1.898
H 1.716 -1.563 -2.206
H 1.481 -0.690 -0.914
O 1.065 -0.724 0.738
H 0.133 -0.971 0.806
H 1.029 0.239 0.847
O 2.907 2.270 -1.981
H 3.804 2.343 -2.334
H 2.909 1.308 -1.806
O -0.717 2.185 -0.079
H -0.882 1.486 -0.721
H -1.440 2.809 -0.167
O -2.009 -0.534 -1.433
H -1.167 -0.983 -1.592
H -2.622 -1.267 -1.318